[1]
{
  "formula": "C5H6O2",
  "method": "ωB97M-V/def2-TZVPD",
  "homo_lumo_gap_ev": 10.83,
  "e_lumo_ha": 0.027,
  "e_tot_ev": -9374.731,
  "e_above_lowest_kcal_mol": 54.5,
  "charge": 0,
  "fmax_ev_per_a": 0.59,
  "species": ["C", "C", "C", "C", "O", "C", "O", "H", "H", "H", "H", "H", "H"],
  "positions_angstrom": [[-2.58, 0.31, -0.56], [-1.39, 0.13, -0.55], [0.05, -0.14, -0.47], [0.21, -1.43, 0.33], [0.89, -1.52, 1.33], [0.85, 1.01, 0.16], [2.20, 0.67, 0.28], [-3.64, 0.46, -0.56], [0.44, -0.34, -1.48], [-0.34, -2.30, -0.06], [0.39, 1.28, 1.12], [0.80, 1.89, -0.50], [2.23, -0.05, 0.93]],
  "lowdin_charge": [0.1382, -0.1096, -0.2758, -0.1907, 0.0651, -0.2347, -0.0549, 0.0328, 0.1609, 0.1359, 0.1324, 0.1286, 0.0717]
}

***

[2]
{
  "formula": "C3H4N4",
  "method": "ωB97M-V/def2-TZVPD",
  "homo_lumo_gap_ev": 9.71,
  "e_lumo_ha": 0.034,
  "e_tot_ev": -9131.013,
  "e_above_lowest_kcal_mol": 134.8,
  "charge": 0,
  "fmax_ev_per_a": 0.83,
  "species": ["N", "C", "C", "N", "C", "N", "N", "H", "H", "H", "H"],
  "positions_angstrom": [[-0.55, 1.67, 0.73], [-0.39, 0.42, 0.09], [-1.19, -0.73, 0.33], [-0.03, -0.86, 0.83], [1.47, -1.49, -1.15], [1.03, -0.38, -1.34], [0.25, 0.58, -1.23], [-0.99, 1.59, 1.64], [0.33, 2.16, 0.80], [-2.07, -1.34, 0.17], [2.43, -1.73, -0.72]],
  "lowdin_charge": [0.0960, -0.5666, -0.0571, 0.1728, 0.0777, -0.1375, 0.0904, 0.0788, 0.0785, 0.1120, 0.0550]
}

***

[3]
{
  "formula": "C3H5N3O",
  "method": "ωB97M-V/def2-TZVPD",
  "homo_lumo_gap_ev": 10.31,
  "e_lumo_ha": 0.011,
  "e_tot_ev": -9707.235,
  "e_above_lowest_kcal_mol": 77.2,
  "charge": 0,
  "fmax_ev_per_a": 2.22,
  "species": ["O", "C", "C", "N", "C", "N", "N", "H", "H", "H", "H", "H"],
  "positions_angstrom": [[-2.61, 0.92, -0.08], [-1.66, -0.07, 0.20], [-0.15, 0.12, -0.19], [0.53, -1.02, 0.13], [1.80, -0.71, 0.13], [2.15, 0.50, -0.25], [0.55, 1.17, -0.54], [-2.66, 1.05, -1.03], [-1.97, -1.07, -0.16], [-1.64, -0.18, 1.30], [2.50, -1.44, 0.51], [3.15, 0.74, -0.03]],
  "lowdin_charge": [-0.0525, -0.2002, -0.3885, 0.0612, -0.2966, 0.0751, 0.1994, 0.0947, 0.1189, 0.1280, 0.1201, 0.1405]
}

***

[4]
{
  "formula": "C5H10O",
  "method": "ωB97M-V/def2-TZVPD",
  "homo_lumo_gap_ev": 9.70,
  "e_lumo_ha": 0.034,
  "e_tot_ev": -7389.521,
  "e_above_lowest_kcal_mol": 120.9,
  "charge": 0,
  "fmax_ev_per_a": 4.87,
  "species": ["C", "C", "C", "C", "C", "O", "H", "H", "H", "H", "H", "H", "H", "H", "H", "H"],
  "positions_angstrom": [[-1.13, 1.25, 0.59], [-0.52, -0.45, 0.28], [-0.43, -0.90, -1.21], [0.88, -0.11, -1.14], [1.05, -0.51, 0.30], [1.71, 0.44, 1.10], [-0.95, 1.33, 1.66], [-0.82, 2.25, 0.18], [-2.20, 1.16, 0.36], [-1.17, -0.93, 1.00], [-0.39, -2.01, -1.30], [-1.20, -0.54, -1.89], [1.70, -0.29, -1.88], [0.03, 0.85, -0.49], [1.43, -1.53, 0.54], [2.02, -0.01, 1.90]],
  "lowdin_charge": [-0.0342, -0.2218, -0.1840, -0.1497, -0.4199, -0.0271, 0.0586, 0.0911, 0.0593, 0.1075, 0.1090, 0.1003, 0.1087, 0.1585, 0.1538, 0.0897]
}

***

[5]
{
  "formula": "C2H5NS",
  "method": "ωB97M-V/def2-TZVPD",
  "homo_lumo_gap_ev": 9.67,
  "e_lumo_ha": 0.040,
  "e_tot_ev": -14478.765,
  "e_above_lowest_kcal_mol": 36.3,
  "charge": 0,
  "fmax_ev_per_a": 3.70,
  "species": ["C", "N", "S", "C", "H", "H", "H", "H", "H"],
  "positions_angstrom": [[-2.04, -0.20, -0.01], [-0.81, -0.02, -0.07], [0.44, -1.10, -0.04], [1.73, 0.19, -0.01], [-2.64, -1.08, 0.15], [-2.48, 0.70, -0.09], [1.74, 0.55, 1.08], [2.71, -0.09, -0.41], [1.34, 1.04, -0.61]],
  "lowdin_charge": [-0.1449, -0.4326, 0.7838, -0.4109, 0.0720, 0.0250, 0.0486, 0.0255, 0.0335]
}

***

[6]
{
  "formula": "C44H40Cl5NO2P2RhS",
  "method": "ωB97M-V/def2-TZVPD",
  "homo_lumo_gap_ev": 7.74,
  "e_lumo_ha": -0.099,
  "e_tot_ev": -146891.693,
  "e_above_lowest_kcal_mol": 29.5,
  "charge": 1,
  "fmax_ev_per_a": 1.21,
  "species": ["Rh", "Cl", "C", "C", "C", "Cl", "C", "Cl", "C", "Cl", "C", "Cl", "C", "S", "C", "C", "C", "N", "P", "C", "C", "C", "C", "C", "C", "C", "C", "C", "C", "C", "C", "P", "C", "C", "C", "C", "C", "C", "C", "C", "C", "C", "C", "C", "H", "H", "H", "H", "H", "H", "H", "H", "H", "H", "H", "H", "H", "H", "H", "H", "H", "H", "H", "H", "H", "H", "H", "H", "H", "H", "H", "H", "H", "C", "C", "C", "C", "C", "C", "C", "C", "C", "C", "O", "O", "H", "H", "H", "H", "H", "H", "H", "H", "H", "H", "H"],
  "positions_angstrom": [[1.97, -0.14, 0.77], [1.22, -0.30, 4.46], [2.70, -0.89, 3.78], [2.99, -0.60, 2.45], [4.23, -1.00, 2.00], [4.63, -0.49, 0.37], [5.14, -1.73, 2.75], [6.64, -2.21, 2.09], [4.79, -2.05, 4.06], [5.87, -2.97, 5.03], [3.57, -1.62, 4.59], [3.16, -1.98, 6.21], [-3.71, -0.59, -4.63], [-3.55, 1.20, -4.42], [-1.77, 1.43, -4.73], [-0.97, 1.73, -3.47], [-1.18, 0.68, -2.38], [-0.09, 0.67, -1.41], [-0.12, 1.25, 0.14], [-1.58, 2.36, 0.03], [-1.43, 3.62, -0.56], [-2.50, 4.48, -0.68], [-3.75, 4.10, -0.22], [-3.92, 2.86, 0.36], [-2.84, 2.00, 0.50], [1.23, 2.33, 0.61], [1.68, 2.29, 1.94], [2.76, 3.08, 2.31], [3.38, 3.91, 1.38], [2.93, 3.95, 0.07], [1.86, 3.16, -0.33], [1.36, -0.30, -1.41], [2.44, 0.33, -2.71], [2.15, 0.10, -4.05], [2.96, 0.65, -5.03], [4.06, 1.42, -4.67], [4.36, 1.63, -3.34], [3.55, 1.09, -2.35], [0.81, -1.92, -1.96], [-0.43, -2.45, -1.58], [-0.74, -3.76, -1.90], [0.18, -4.57, -2.56], [1.42, -4.06, -2.91], [1.74, -2.74, -2.61], [-4.76, -0.82, -4.49], [-3.12, -1.14, -3.90], [-3.41, -0.87, -5.64], [-1.67, 2.24, -5.45], [-1.40, 0.52, -5.22], [-1.24, 2.71, -3.08], [0.09, 1.77, -3.74], [-1.24, -0.31, -2.83], [-2.12, 0.86, -1.88], [-0.46, 3.94, -0.93], [-2.36, 5.46, -1.13], [-4.60, 4.77, -0.31], [-4.89, 2.55, 0.72], [-2.99, 1.03, 0.96], [1.16, 1.70, 2.68], [3.11, 3.05, 3.33], [4.21, 4.53, 1.68], [3.41, 4.60, -0.65], [1.55, 3.15, -1.36], [1.30, -0.52, -4.33], [2.74, 0.47, -6.08], [4.69, 1.84, -5.44], [5.23, 2.22, -3.06], [3.78, 1.25, -1.30], [-1.14, -1.84, -1.04], [-1.70, -4.17, -1.62], [-0.06, -5.59, -2.79], [2.15, -4.68, -3.41], [2.71, -2.34, -2.89], [-4.76, -2.94, 5.18], [-3.67, -2.40, 4.31], [-2.91, -3.23, 3.50], [-1.89, -2.74, 2.70], [-1.10, -3.72, 1.88], [-1.65, -1.35, 2.68], [-2.41, -0.48, 3.50], [-2.19, 1.01, 3.63], [-3.39, -1.04, 4.30], [-0.56, -0.83, 1.83], [0.43, -1.47, 1.50], [-0.74, 0.45, 1.44], [-4.77, -4.03, 5.18], [-5.73, -2.59, 4.83], [-4.64, -2.60, 6.21], [-3.10, -4.29, 3.50], [-1.60, -4.68, 1.87], [-0.10, -3.85, 2.30], [-0.96, -3.37, 0.86], [-1.14, 1.26, 3.77], [-2.75, 1.38, 4.49], [-2.54, 1.56, 2.75], [-3.96, -0.38, 4.96]],
  "lowdin_charge": [0.5432, 0.7642, -0.6645, -0.3035, -0.6622, 0.7416, -0.7077, 0.7095, -0.7016, 0.7071, -0.7046, 0.7086, -0.4066, 0.8163, -0.4837, -0.2399, -0.2440, -0.3140, 0.8529, -0.2441, -0.0786, -0.0560, -0.0550, -0.0534, -0.0951, -0.3163, -0.0958, -0.0503, -0.0538, -0.0613, -0.1071, 0.9408, -0.3458, -0.1026, -0.0580, -0.0556, -0.0561, -0.1291, -0.3318, -0.1128, -0.0716, -0.0580, -0.0558, -0.0790, 0.0334, 0.0197, 0.0386, 0.0742, 0.0778, 0.0991, 0.0969, 0.0939, 0.1028, 0.0935, 0.1131, 0.1126, 0.1146, 0.1036, 0.0551, 0.1200, 0.1146, 0.1155, 0.1072, 0.1119, 0.1128, 0.1130, 0.1134, 0.0353, 0.1046, 0.1140, 0.1125, 0.1133, 0.1100, -0.0326, -0.2381, 0.0072, -0.1680, -0.0172, -0.0624, -0.1737, -0.0223, 0.0021, -0.4442, -0.0092, -0.1504, 0.0803, 0.0916, 0.0896, 0.1220, 0.0876, 0.1002, 0.0515, 0.0619, 0.0900, 0.0531, 0.1252]
}